This record from the Open Molecules 2025 dataset describes 14 unconnected molecules or ions with the total composition C53H147N15O14. The level of theory is ωB97M-V/def2-TZVPD.

Structure (XYZ):
```
229
Properties=species:S:1:pos:R:3:forces:R:3
C 6.464 -2.589 -2.844 0.963 0.538 -0.613
O 6.738 -3.154 -3.848 0.496 -2.901 -3.130
N 7.088 -2.728 -1.712 2.571 -1.297 3.968
N 5.646 -1.594 -2.787 -4.110 4.209 -0.241
H 7.868 -3.365 -1.637 -0.220 0.266 -0.115
H 6.898 -2.089 -0.953 -0.028 -0.439 -0.048
H 5.609 -0.998 -1.972 -0.420 -0.406 0.175
H 4.874 -1.490 -3.430 0.526 -0.139 -0.131
C -1.102 -6.036 -0.603 0.580 -0.032 0.318
C -0.230 -5.400 -1.749 -2.182 0.736 0.570
C 1.057 -6.107 -2.126 0.099 -0.257 0.440
O 1.815 -6.379 -0.967 -0.412 -0.528 0.661
C 2.599 -5.296 -0.541 1.018 -0.320 -0.615
N -1.083 -5.171 -2.910 0.480 -0.301 -1.319
H -0.817 -5.708 0.397 0.559 -0.155 -0.036
H -1.140 -7.125 -0.593 0.394 -0.129 -0.170
H -2.153 -5.748 -0.625 -0.009 0.388 -0.639
H -0.002 -4.377 -1.452 0.351 -0.002 0.415
H 1.670 -5.529 -2.818 -0.195 0.347 -0.216
H 0.872 -7.065 -2.611 -0.206 -0.134 0.061
H 3.431 -5.242 -1.243 0.132 0.688 -0.300
H 3.111 -5.515 0.395 -0.619 -0.143 0.273
H 2.059 -4.350 -0.505 -0.022 -0.032 0.128
H -1.400 -6.041 -3.312 -0.052 -0.181 -0.048
H -1.907 -4.617 -2.730 0.152 0.052 0.349
C 2.481 -0.895 5.443 0.646 1.151 -0.711
C 1.110 -1.284 5.000 -0.496 -1.239 0.452
C 0.135 -0.116 4.781 -0.317 0.520 -0.921
O -0.095 0.701 5.904 0.494 -0.427 0.704
C -0.817 1.921 5.690 1.268 -1.088 1.474
N 1.249 -2.199 3.804 -0.420 1.910 0.652
H 2.462 -0.387 6.407 0.118 -0.091 -0.037
H 2.864 -0.212 4.684 0.299 0.402 0.057
H 3.195 -1.719 5.422 -0.196 -0.267 0.348
H 0.734 -1.849 5.854 -0.630 -0.286 0.054
H -0.847 -0.453 4.447 -0.104 -0.638 -0.261
H 0.499 0.532 3.983 0.407 0.045 -0.443
H -0.212 2.569 5.055 -0.649 0.104 -0.619
H -0.757 2.341 6.694 -0.291 0.380 -0.063
H -1.870 1.724 5.491 0.058 0.259 -0.734
H 0.372 -2.686 3.684 -0.039 -0.244 0.113
H 1.951 -2.879 4.061 -0.156 -0.249 0.031
C 2.854 3.262 -0.257 1.059 0.506 -0.631
C 4.197 2.555 -0.457 2.058 -0.389 -1.818
C 5.464 3.366 -1.041 -0.645 1.402 -0.619
O 6.664 2.582 -1.140 0.282 0.169 -0.389
C 7.441 2.737 -2.386 -1.346 0.821 0.639
N 4.713 1.801 0.680 -0.258 1.245 0.780
H 2.657 3.848 -1.154 -0.236 -0.179 -0.190
H 2.870 4.013 0.532 0.075 -0.281 0.427
H 2.035 2.554 -0.126 0.144 0.004 0.189
H 4.136 1.799 -1.240 -0.768 -0.158 -0.271
H 5.614 4.307 -0.512 0.497 -0.183 1.317
H 5.336 3.884 -1.991 -0.851 -0.806 -0.817
H 6.780 2.514 -3.224 0.256 -0.876 -0.095
H 8.394 2.212 -2.327 -0.580 -0.531 0.121
H 7.713 3.764 -2.626 -0.005 0.503 0.720
H 4.560 2.399 1.479 -0.254 -0.030 0.645
H 5.712 1.891 0.561 0.540 -0.705 0.147
C 1.382 -1.476 -1.468 0.305 0.062 -0.126
C 1.302 -0.770 -0.079 0.169 1.099 -1.821
C -0.096 -0.663 0.495 0.847 -1.925 -1.098
O -1.048 -0.254 -0.449 -0.263 0.996 0.361
C -1.174 1.165 -0.612 -0.765 -0.407 0.202
N 2.156 -1.500 0.782 0.662 -1.335 0.617
H 1.555 -2.544 -1.336 -0.447 -0.201 0.161
H 2.266 -1.212 -2.048 0.272 0.486 0.300
H 0.569 -1.350 -2.183 -0.383 0.206 0.515
H 1.729 0.227 -0.189 0.067 0.351 -0.168
H 0.007 -0.199 1.476 -0.773 0.532 0.050
H -0.252 -1.733 0.625 -0.865 -0.062 0.540
H -1.453 1.372 -1.645 0.584 0.000 -0.104
H -0.308 1.714 -0.241 0.186 -0.001 -0.317
H -2.050 1.519 -0.069 0.013 0.062 0.464
H 2.027 -1.426 1.781 -0.437 0.486 0.369
H 2.015 -2.481 0.587 0.089 -0.301 0.134
C 2.220 -5.675 7.917 0.925 0.488 0.708
C 1.920 -4.891 6.667 -0.828 -1.732 -0.909
C 2.541 -5.612 5.475 1.802 0.686 0.351
O 2.459 -4.732 4.383 0.495 -0.584 -1.407
C 3.520 -4.896 3.422 0.265 -0.082 0.611
N 0.471 -4.934 6.468 -0.464 0.235 0.247
H 1.803 -6.682 7.933 -0.518 0.226 -0.026
H 1.909 -5.054 8.758 -0.288 -0.503 0.229
H 3.290 -5.839 8.039 0.232 0.184 -0.045
H 2.237 -3.850 6.724 0.278 -0.126 -0.021
H 2.190 -6.625 5.277 -1.199 0.010 -0.125
H 3.578 -5.896 5.652 0.678 0.671 0.259
H 4.470 -4.555 3.835 -0.008 0.595 0.153
H 3.288 -4.335 2.517 -0.140 -0.038 0.145
H 3.763 -5.931 3.184 -0.720 -0.349 -0.201
H 0.285 -5.843 6.070 -0.440 -0.237 0.186
H 0.137 -4.293 5.762 0.115 0.454 -0.040
C 1.691 2.082 -3.440 0.553 -0.139 1.872
C 1.259 3.088 -4.440 -0.113 0.542 -1.268
C 1.996 4.473 -4.355 0.265 -0.830 1.245
O 1.687 5.110 -3.070 -0.718 -0.432 -0.120
C 2.625 6.068 -2.602 0.514 -0.318 -1.071
N 1.327 2.519 -5.818 0.606 1.734 0.426
H 1.464 1.036 -3.648 -0.518 0.165 -0.204
H 1.277 2.396 -2.482 -0.428 -0.416 0.175
H 2.747 2.059 -3.169 0.453 0.320 -0.664
H 0.228 3.402 -4.280 -0.381 -0.324 0.551
H 1.683 5.069 -5.212 0.044 0.331 0.096
H 3.073 4.309 -4.360 0.202 0.009 -0.360
H 2.574 6.972 -3.209 0.283 0.057 -0.238
H 3.607 5.596 -2.649 0.446 0.298 -0.261
H 2.554 6.417 -1.572 -0.973 -0.615 0.146
H 0.961 1.581 -5.898 -0.193 0.006 0.499
H 0.688 3.131 -6.305 0.026 -0.263 -0.824
C -2.012 -3.058 2.396 0.865 -1.608 -1.461
C -2.159 -4.147 3.435 -0.714 1.522 1.447
C -1.217 -5.321 3.424 0.644 -0.758 -1.260
O -1.596 -6.360 4.300 -0.547 -0.132 0.553
C -0.817 -7.542 4.213 -0.180 0.021 -0.251
N -1.937 -3.463 4.712 -0.381 -0.788 0.913
H -1.068 -2.520 2.488 -0.191 0.025 0.174
H -2.829 -2.346 2.277 -0.094 -0.240 0.382
H -1.924 -3.658 1.491 -0.108 0.558 -0.819
H -3.187 -4.508 3.461 -0.159 -0.429 -0.572
H -0.206 -5.020 3.699 0.295 0.342 -0.252
H -1.214 -5.768 2.430 0.248 0.156 -0.388
H 0.228 -7.410 4.495 0.055 0.251 0.533
H -0.724 -7.966 3.213 -0.464 0.253 -0.499
H -1.319 -8.297 4.817 0.217 0.182 0.197
H -2.712 -2.833 4.862 -0.037 0.597 -0.080
H -2.201 -4.219 5.327 0.443 -0.036 1.216
C -0.509 7.621 2.669 -1.976 0.395 -0.628
C 0.036 6.286 2.135 0.132 1.334 -0.412
C 0.397 6.245 0.595 -0.623 -2.345 0.587
O -0.789 6.224 -0.196 -0.543 0.703 0.382
C -1.442 4.953 -0.369 -0.116 0.981 -0.848
N 1.121 6.005 3.033 2.041 -0.493 0.329
H -1.392 7.986 2.145 -0.230 -0.162 -0.244
H 0.111 8.517 2.725 0.863 -0.447 -0.381
H -0.849 7.473 3.694 -0.051 -0.191 0.115
H -0.661 5.472 2.338 -0.510 0.237 -0.422
H 0.824 5.290 0.288 0.639 -0.513 0.979
H 1.187 6.905 0.236 -0.702 0.996 0.121
H -0.976 4.406 -1.189 0.473 -0.259 0.224
H -2.424 5.216 -0.764 -0.127 0.160 -0.005
H -1.651 4.313 0.488 0.610 0.240 0.437
H 0.825 6.283 3.957 -0.527 -0.674 0.436
H 1.796 6.750 2.941 0.724 0.058 -0.669
C 1.140 -2.449 -5.305 0.232 -0.324 0.638
C -0.298 -2.355 -5.736 -0.900 0.464 0.866
C -0.693 -0.954 -6.325 0.667 -1.410 -1.099
O -0.497 0.216 -5.567 -1.155 -0.836 1.399
C -1.362 0.248 -4.390 1.677 0.059 0.220
N -0.616 -3.491 -6.612 0.162 0.673 -0.468
H 1.152 -2.156 -4.255 0.585 0.697 -0.111
H 1.869 -1.944 -5.939 -0.083 0.189 0.146
H 1.438 -3.494 -5.222 -0.002 -0.174 -0.343
H -0.859 -2.534 -4.819 -0.309 0.350 0.323
H -1.708 -0.963 -6.722 -0.317 -0.206 0.081
H -0.027 -0.898 -7.186 -0.021 0.465 -0.221
H -0.942 1.038 -3.767 -0.435 0.382 -0.252
H -1.220 -0.624 -3.752 -0.036 -0.413 -0.269
H -2.432 0.367 -4.557 0.124 0.162 -0.582
H -1.614 -3.548 -6.758 -0.232 0.034 -0.107
H -0.380 -4.285 -6.034 0.005 -0.403 -0.185
C -2.633 3.616 -3.581 -0.872 0.610 0.560
C -4.049 3.286 -3.025 2.234 1.314 0.707
C -5.178 3.635 -3.951 0.108 -0.127 -0.770
O -5.413 5.044 -4.286 0.118 -1.642 0.460
C -6.618 5.151 -5.028 -0.553 -0.646 -0.048
N -3.966 1.885 -2.623 -0.651 0.159 -0.628
H -2.500 4.677 -3.795 -0.190 0.060 -0.172
H -2.458 3.048 -4.494 0.172 -0.113 0.044
H -1.914 3.384 -2.795 0.117 -0.304 -0.304
H -4.210 3.839 -2.100 0.152 0.304 0.045
H -5.994 3.092 -3.475 -1.007 0.590 -0.268
H -4.915 3.089 -4.857 -0.409 0.013 -0.613
H -6.752 6.109 -5.530 0.413 0.178 0.505
H -7.480 4.916 -4.404 -0.174 0.441 0.426
H -6.738 4.403 -5.811 0.659 -0.260 -0.324
H -3.959 1.339 -3.473 0.320 -0.348 -0.304
H -4.826 1.583 -2.188 -0.293 0.134 0.147
C 7.027 -0.768 1.339 0.695 -0.941 -0.107
C 5.690 -1.558 1.325 0.705 1.174 -0.089
C 4.970 -1.371 2.654 -0.616 -1.798 1.035
O 5.647 -2.022 3.744 -0.196 -0.359 0.069
C 6.342 -1.245 4.654 1.133 0.417 0.003
N 4.891 -1.059 0.218 0.354 0.396 -0.352
H 7.882 -1.276 1.784 -0.324 -0.421 0.747
H 6.978 0.198 1.841 -0.289 0.127 -0.337
H 7.446 -0.686 0.336 -0.510 0.647 -0.332
H 5.869 -2.604 1.077 0.179 -0.243 0.661
H 4.060 -1.963 2.742 -0.467 0.218 -1.046
H 4.645 -0.352 2.867 0.533 0.350 -0.035
H 5.812 -0.850 5.521 -0.855 0.233 -0.242
H 6.813 -0.440 4.091 0.304 0.333 0.463
H 7.104 -1.861 5.132 0.293 -0.132 -0.316
H 4.831 -0.055 0.308 0.358 0.457 0.032
H 3.918 -1.261 0.395 -0.462 -0.756 -0.166
C -4.441 4.847 1.950 -1.204 0.901 0.680
C -5.216 3.799 1.115 1.397 2.663 1.124
C -6.027 4.402 -0.041 -1.153 -0.025 0.633
O -7.351 4.766 0.389 0.863 -0.188 1.439
C -8.316 4.975 -0.584 0.686 0.489 -1.351
N -4.100 3.028 0.593 -1.065 -1.569 -0.498
H -3.841 5.515 1.332 -0.287 0.194 -0.230
H -3.743 4.514 2.718 -0.088 -0.953 -0.265
H -5.177 5.393 2.542 0.004 0.695 -0.226
H -5.956 3.370 1.791 0.397 -1.042 -0.181
H -6.065 3.558 -0.730 -0.409 0.104 -0.700
H -5.561 5.280 -0.488 0.325 -0.035 -0.214
H -9.309 5.168 -0.176 0.112 -0.815 0.331
H -8.203 4.178 -1.319 -0.891 -0.448 -0.103
H -8.144 5.872 -1.179 0.445 0.479 -0.058
H -3.781 3.560 -0.204 0.552 0.273 -0.072
H -4.533 2.245 0.126 0.243 -0.512 -0.134
C -7.390 -0.543 -3.670 1.172 0.126 0.289
C -7.567 -1.053 -2.213 -0.827 -0.030 -0.899
C -7.299 -0.046 -1.081 0.188 0.956 -1.052
O -6.042 0.568 -1.243 1.583 0.003 0.226
C -5.048 0.029 -0.372 -1.117 -0.534 1.103
N -8.950 -1.496 -2.173 -0.576 0.052 0.356
H -7.352 -1.346 -4.405 -0.338 -0.308 0.314
H -6.442 -0.029 -3.833 0.100 0.194 0.308
H -8.171 0.145 -3.993 -0.184 0.048 0.303
H -7.026 -1.988 -2.071 0.768 0.311 0.083
H -7.447 -0.463 -0.085 0.245 -0.407 0.069
H -7.921 0.849 -1.099 -0.955 -0.372 -0.447
H -4.983 -1.050 -0.507 0.457 -0.057 -0.212
H -5.476 0.178 0.620 0.281 -0.133 0.523
H -4.079 0.529 -0.355 -0.185 -0.170 -0.831
H -9.232 -1.540 -1.204 -0.369 -0.291 0.207
H -9.503 -0.759 -2.587 -0.394 0.035 -0.014
```
Positions in Å, forces in eV/Å.

Properties
HOMO level   -8.3 eV
Kohn-Sham gap   0.3127 Eh
Largest force on an atom   5.9 eV/A
Energy above the lowest of the compared OMol25 structures with the same formula, charge and spin   84.5 kcal per mole
Spin multiplicity   1